105
Properties=species:S:1:pos:R:3:forces:R:3 method="wB97M-V/def2-TZVPD" e_above_lowest_kcal_mol=0.0 lumo_ev=-0.3 homo_ev=-10.3918 max_force_ev_per_a=2.52 smiles="C[N+](=O)[O-].C[N+](=O)[O-].C[N+](=O)[O-].CCCC#N.CCCC#N.CCCC#N.CCCC#N.CCCC#N.CCCC#N.CCCC#N" energy_ev=-60263.749
C -0.0660 3.8399 3.8737 1.045 -0.705 -0.669
N -1.4110 3.2107 3.9514 0.144 0.232 1.415
O -1.7871 2.8400 5.0687 0.183 0.122 -1.477
O -2.0464 3.1662 2.9254 -0.317 -0.306 -0.033
H -0.1674 4.7623 3.3019 -0.025 -0.095 0.197
H 0.6174 3.1631 3.2796 -0.913 0.644 0.626
H 0.3101 3.9737 4.8849 -0.118 0.073 -0.144
C -3.0728 -4.4067 -0.2063 -0.909 0.865 -1.404
N -2.6255 -5.2535 -1.3477 0.169 -0.218 -0.435
O -1.6089 -5.9091 -1.2022 -0.051 -0.024 0.090
O -3.2749 -5.2283 -2.3785 0.089 -0.022 0.449
H -3.6049 -3.5687 -0.7064 0.009 -0.760 0.712
H -2.1975 -3.9847 0.2332 0.577 -0.101 0.644
H -3.6912 -5.0173 0.4578 0.219 0.241 -0.145
C 3.3957 1.7153 -2.6440 0.877 -0.021 -0.368
N 2.2492 2.6572 -2.5644 -0.684 -1.057 0.288
O 2.4237 3.7498 -3.0452 -0.249 0.329 0.117
O 1.1949 2.2545 -2.0619 0.921 0.520 -0.429
H 3.2277 0.7881 -2.1159 -0.411 0.051 0.298
H 4.2782 2.2450 -2.2592 -0.355 -0.122 -0.142
H 3.5535 1.4786 -3.7049 -0.134 0.283 0.262
C 1.3352 7.8010 0.3088 0.611 0.831 -0.234
C 0.1558 7.1297 -0.3760 -0.930 0.398 -0.688
C 0.4751 5.7568 -1.0008 -0.204 0.944 0.231
C 0.8644 4.7803 -0.0055 0.957 -1.417 0.636
N 1.1817 3.9416 0.7288 -0.512 1.088 -0.576
H 2.3009 7.8611 -0.2881 -1.235 -0.447 0.558
H 1.4930 7.2413 1.2351 0.449 0.273 -0.005
H 1.1051 8.8648 0.5621 0.017 -0.880 -0.032
H -0.2923 7.7191 -1.1912 0.571 0.089 0.045
H -0.6999 7.0846 0.3141 0.382 -0.360 0.134
H 1.2510 5.9344 -1.7572 -0.069 -0.582 0.234
H -0.4078 5.3406 -1.4734 -0.117 0.025 -0.329
C -4.3763 1.4512 -0.7037 0.487 0.127 -0.603
C -4.5741 1.3269 -2.2081 -0.515 -0.092 -0.063
C -3.5204 0.6221 -3.0428 1.147 0.375 -0.155
C -3.0412 -0.6658 -2.5837 -0.726 0.591 -0.407
N -2.6086 -1.6991 -2.3934 0.600 -1.402 0.544
H -3.4980 2.0151 -0.4189 0.297 0.467 -0.154
H -4.2457 0.5106 -0.2157 -0.285 -0.736 0.101
H -5.2470 1.9534 -0.3263 -0.361 0.225 0.469
H -4.6814 2.3060 -2.6332 0.104 0.733 -0.211
H -5.5602 0.9045 -2.3729 -0.073 -0.519 -0.089
H -2.5870 1.2159 -3.0558 -0.389 0.144 -0.026
H -3.7689 0.4753 -4.1063 -0.309 0.236 0.409
C -4.6680 -1.5794 4.2644 1.318 0.707 -0.203
C -4.3655 -0.0678 3.9206 -0.839 -0.736 0.627
C -3.3569 0.1539 2.8109 0.328 -0.553 -1.006
C -3.4068 -0.7983 1.6771 -0.622 -0.580 -0.634
N -3.4962 -1.5019 0.7595 0.234 0.751 1.257
H -5.2879 -1.6642 5.1559 0.159 0.074 0.066
H -3.7054 -2.1476 4.4077 -0.959 0.508 -0.007
H -5.2122 -2.0529 3.4508 0.047 0.004 -0.154
H -3.9933 0.4880 4.8000 -0.188 -0.359 -0.299
H -5.3130 0.4086 3.6337 0.180 -0.103 0.088
H -2.3420 0.0696 3.1585 0.491 0.052 0.467
H -3.4348 1.1441 2.3689 -0.085 0.185 0.094
C 4.7449 0.9607 2.4059 0.248 0.017 -1.448
C 3.6268 1.9237 1.9749 0.624 0.445 1.630
C 4.1406 3.3601 1.6761 -1.183 -1.085 1.943
C 4.8654 3.4381 0.4758 -0.377 0.380 -0.461
N 5.4150 3.5855 -0.5068 0.954 -0.015 -1.548
H 4.4775 -0.0934 2.3075 -0.452 0.075 0.778
H 5.1998 1.2398 3.3622 -0.278 -0.296 -0.114
H 5.5348 0.9759 1.6404 0.114 0.470 0.193
H 2.8734 2.0236 2.7707 0.301 -0.006 0.063
H 3.0384 1.6065 1.1548 -0.270 -0.632 -1.145
H 4.8369 3.6920 2.4445 -0.256 0.109 0.416
H 3.2134 3.9413 1.6755 0.616 0.480 -0.290
C 1.8406 -6.7737 -0.6518 -0.367 -0.764 -0.442
C 2.5720 -6.1992 0.5352 1.308 -0.490 -0.688
C 2.6294 -4.7009 0.6214 -1.548 0.991 1.363
C 1.2561 -4.1165 0.9394 0.359 0.518 0.422
N 0.2899 -3.5923 1.3109 0.962 -0.772 -0.667
H 1.9757 -7.8773 -0.7111 -0.398 0.616 0.388
H 2.2749 -6.4497 -1.5964 -0.053 0.429 -0.013
H 0.7678 -6.5136 -0.6374 0.415 -0.235 -0.107
H 3.6193 -6.5426 0.5013 -0.229 0.044 0.027
H 2.1820 -6.5672 1.4586 -0.420 -0.367 0.649
H 3.0081 -4.1712 -0.2284 0.165 0.081 -0.767
H 3.2746 -4.4187 1.4713 -0.317 0.030 -0.244
C 2.3194 -3.9936 -3.4518 -0.922 -1.172 -0.966
C 0.7801 -4.2996 -3.3902 0.628 0.814 0.859
C -0.0777 -3.2167 -4.0438 -0.095 -0.259 -1.094
C -0.0174 -3.3493 -5.5109 0.168 0.746 -1.381
N -0.0148 -3.3880 -6.6704 0.065 -0.139 1.383
H 2.9530 -4.7957 -3.0707 -0.322 -0.027 0.599
H 2.5637 -3.0652 -2.9809 0.121 0.525 0.370
H 2.6647 -3.9788 -4.4861 -0.269 0.424 -0.271
H 0.4252 -4.2893 -2.3473 0.372 -0.479 -0.167
H 0.5049 -5.2384 -3.8682 0.225 -0.177 0.264
H 0.1626 -2.1914 -3.7423 0.147 -0.204 -0.074
H -1.1366 -3.3633 -3.8487 -0.110 -0.066 0.517
C 0.1433 -0.1921 1.8948 0.504 1.372 0.381
C -0.1263 0.5389 0.6012 0.222 0.447 -1.220
C -0.0002 -0.4430 -0.6055 -0.707 0.087 0.538
C 1.3331 -0.9973 -0.7989 1.063 -0.018 -0.066
N 2.3851 -1.4471 -0.9717 -0.766 0.371 0.178
H 1.1575 -0.5463 1.9456 0.423 -0.870 -0.483
H -0.5762 -0.9819 2.0618 0.040 -0.204 0.234
H 0.2177 0.5264 2.7157 -0.816 0.036 0.254
H 0.5329 1.3911 0.3746 0.316 -0.387 0.501
H -1.0977 1.0739 0.5972 0.057 -0.845 -0.066
H -0.3038 0.0432 -1.5373 -0.029 -0.215 0.112
H -0.6187 -1.3274 -0.4046 -0.262 0.234 -0.275